[1]
{
  "formula": "C2HIS",
  "method": "wB97M-V/def2-TZVPD",
  "smiles": "C#CSI",
  "max_force_ha_per_bohr": 0.050,
  "relative_energy_kcal_mol": 20.2,
  "homo_lumo_gap_ha": [0.23480, 0.23469],
  "elements": ["C", "C", "S", "I", "H"],
  "xyz": [[-0.4805, 0.3336, -0.1244], [-1.4766, 1.0134, -0.2051], [-2.8469, 1.9272, 0.0477], [-4.6034, -0.3363, 0.0000], [0.4154, -0.2026, -0.0347]],
  "nbo_charge": [-0.149, -0.309, 0.234, -0.015, 0.238]
}

---

[2]
{
  "formula": "C3H7NO",
  "method": "wB97M-V/def2-TZVPD",
  "max_force_ha_per_bohr": 0.009,
  "relative_energy_kcal_mol": 101.6,
  "homo_lumo_gap_ha": 0.33504,
  "elements": ["C", "O", "C", "C", "N", "H", "H", "H", "H", "H", "H", "H"],
  "xyz": [[1.7775, 0.0044, 0.0138], [0.5594, -0.7459, 0.0439], [-0.7867, 0.1235, 0.3713], [-1.5653, -0.4151, -0.6777], [-0.5753, 1.0125, 1.2204], [1.7540, 0.7223, -0.8118], [1.8511, 0.5347, 0.9631], [2.6142, -0.6866, -0.1099], [-0.0090, -0.7716, -0.9014], [-2.3767, 0.2045, -1.0467], [-1.8149, -1.4709, -0.5656], [-1.4282, 1.4883, 1.5006]],
  "nbo_charge": [-0.267, -0.610, 0.561, -0.921, -0.727, 0.186, 0.221, 0.197, 0.505, 0.233, 0.240, 0.381]
}

---

[3]
{
  "formula": "H13NO5",
  "method": "wB97M-V/def2-TZVPD",
  "smiles": "N.O.O.O.O.O",
  "max_force_ha_per_bohr": 0.103,
  "relative_energy_kcal_mol": 39.3,
  "homo_lumo_gap_ha": 0.40580,
  "elements": ["N", "H", "H", "H", "O", "H", "H", "O", "H", "H", "O", "H", "H", "O", "H", "H", "O", "H", "H"],
  "xyz": [[0.9959, 0.9559, 1.3644], [0.9284, -0.0191, 1.2864], [1.6327, 1.2452, 2.0972], [1.5672, 1.1774, 0.5209], [2.0199, -2.4136, 0.5271], [1.7769, -3.4494, 0.5264], [2.1002, -2.2607, -0.4433], [-2.3548, -0.8534, 0.4204], [-2.6313, -0.9663, 1.2840], [-2.0212, 0.1675, 0.5133], [-1.5884, 1.8758, 1.3130], [-0.6054, 1.9190, 1.3429], [-1.6022, 2.6783, 1.8327], [1.1145, 1.5847, -2.0879], [0.4584, 0.7726, -2.1060], [1.0453, 1.9676, -2.9328], [-0.9095, -1.1607, -2.0692], [-1.2972, -1.1961, -1.1601], [-0.6294, -2.0245, -2.2292]],
  "nbo_charge": [-1.092, 0.382, 0.365, 0.379, -0.944, 0.472, 0.472, -0.990, 0.472, 0.516, -0.992, 0.501, 0.469, -0.971, 0.500, 0.467, -0.974, 0.506, 0.461]
}

---

[4]
{
  "formula": "C23H56F6NO27S9V",
  "method": "wB97M-V/def2-TZVPD",
  "max_force_ha_per_bohr": 0.161,
  "relative_energy_kcal_mol": 200.8,
  "homo_lumo_gap_ha": 0.24373,
  "elements": ["O", "V", "O", "C", "F", "F", "F", "S", "O", "O", "N", "S", "O", "O", "C", "F", "F", "F", "O", "S", "O", "O", "C", "C", "C", "H", "H", "H", "H", "H", "H", "H", "H", "O", "S", "O", "O", "C", "C", "C", "H", "H", "H", "H", "H", "H", "H", "H", "O", "S", "O", "O", "C", "C", "C", "H", "H", "H", "H", "H", "H", "H", "H", "O", "S", "O", "O", "C", "C", "C", "H", "H", "H", "H", "H", "H", "H", "H", "O", "S", "O", "O", "C", "C", "C", "H", "H", "H", "H", "H", "H", "H", "H", "O", "S", "O", "O", "C", "C", "C", "H", "H", "H", "H", "H", "H", "H", "H", "O", "S", "O", "O", "C", "C", "C", "H", "H", "H", "H", "H", "H", "H", "H"],
  "xyz": [[1.5023, 3.3753, -0.0917], [1.5864, 2.0030, -0.9853], [0.5085, 2.1328, -2.0740], [1.4492, -2.2923, 0.0875], [2.1209, -1.8922, 1.2374], [2.3569, -2.5428, -0.7801], [0.6388, -3.4024, 0.4104], [0.2784, -0.8606, -0.6802], [0.6565, -0.6659, -2.0787], [-1.1409, -1.2592, -0.5532], [0.7484, 0.5733, 0.3005], [-0.0955, 0.4788, 1.5881], [-1.2434, 1.4577, 1.5961], [-0.3840, -0.9230, 2.0468], [1.1341, 1.0140, 2.9664], [1.2004, 2.3264, 3.0092], [0.5806, 0.6041, 4.1571], [2.4591, 0.6076, 2.8663], [3.7010, -4.3456, 1.9765], [4.9532, -3.8673, 2.6375], [5.6585, -4.6658, 3.6930], [6.0549, -3.4363, 1.5323], [5.5328, -2.9638, 0.3381], [6.5833, -2.9766, -0.7783], [4.5025, -2.2215, 3.3832], [5.2180, -1.9214, 0.3873], [4.5962, -3.4681, 0.1005], [6.2759, -2.4043, -1.6535], [6.7794, -4.0012, -1.0945], [7.5147, -2.6083, -0.3484], [4.3619, -1.5828, 2.5112], [5.3560, -1.9551, 4.0067], [3.6673, -2.4039, 4.0593], [-6.9444, 3.4055, -1.0649], [-6.2546, 2.2476, -1.7198], [-6.0724, 2.1745, -3.1651], [-4.8122, 1.9379, -0.9797], [-4.5923, 2.5959, 0.2835], [-3.2938, 3.4448, 0.0149], [-7.2891, 0.7352, -1.3450], [-4.5320, 1.7941, 1.0195], [-5.3241, 3.3325, 0.6151], [-2.4560, 2.8168, -0.2879], [-2.9655, 3.9236, 0.9374], [-3.4656, 4.2123, -0.7398], [-8.2676, 0.8852, -1.8013], [-7.5811, 0.6125, -0.3021], [-6.8096, -0.1291, -1.8046], [1.7089, 0.9993, -9.6882], [1.6224, -0.1793, -8.9288], [2.8126, -0.7088, -8.3296], [0.5112, 0.0977, -7.7585], [0.8439, 0.9212, -6.6251], [0.4704, 0.1451, -5.3017], [0.6425, -1.5189, -9.8024], [0.3234, 1.8742, -6.7206], [1.9013, 1.1856, -6.6097], [0.9532, -0.8321, -5.2933], [-0.5632, -0.1984, -5.3445], [0.6934, 0.6317, -4.3522], [1.3950, -2.1093, -10.3250], [-0.0081, -1.1095, -10.5752], [0.2515, -2.1233, -8.9839], [-0.5358, 4.2812, 5.4460], [-1.9459, 3.9046, 5.7158], [-2.3126, 3.1783, 6.9208], [-2.8893, 5.2593, 5.7333], [-2.3680, 6.3886, 6.3929], [-2.1842, 7.4266, 5.3492], [-2.7237, 3.1392, 4.1131], [-1.4151, 6.1968, 6.8861], [-3.0761, 6.8671, 7.0695], [-1.4790, 7.1049, 4.5828], [-1.7286, 8.2539, 5.8935], [-3.0427, 7.9454, 4.9228], [-3.8037, 3.0417, 4.0024], [-2.1402, 2.2307, 3.9640], [-2.4160, 3.8476, 3.3440], [-1.7234, -5.5810, -2.2762], [-0.7435, -5.5271, -3.3097], [0.3617, -6.4874, -3.4735], [-1.6224, -5.4325, -4.7371], [-1.2941, -6.2671, -5.8234], [-2.0952, -6.0091, -7.0593], [-0.0079, -3.7815, -3.3526], [-1.4928, -7.2857, -5.4902], [-0.2132, -6.2115, -5.9523], [-1.5206, -6.2354, -7.9574], [-2.5319, -5.0107, -7.0339], [-2.9048, -6.7252, -6.9180], [0.3051, -3.5890, -4.3788], [0.7996, -3.6296, -2.6363], [-0.8194, -3.0890, -3.1288], [-4.4842, -1.0063, -0.1503], [-4.3716, -1.2620, 1.2652], [-3.8993, -0.2324, 2.2271], [-5.7667, -1.7873, 1.8833], [-6.5421, -2.6003, 0.9346], [-7.9865, -2.6890, 1.2782], [-3.4445, -2.8398, 1.5102], [-6.2075, -3.6365, 0.8844], [-6.5056, -2.1355, -0.0507], [-8.5499, -1.7600, 1.1907], [-8.0944, -3.1265, 2.2707], [-8.3124, -3.3893, 0.5091], [-3.8281, -3.7071, 0.9730], [-3.5026, -2.9572, 2.5923], [-2.3935, -2.6290, 1.3124], [8.3435, 2.8539, 5.8687], [8.5436, 3.5276, 4.5944], [9.8701, 3.5868, 4.0805], [7.6139, 2.8186, 3.4120], [6.5931, 1.9201, 3.8285], [5.2926, 2.6320, 4.2930], [7.6919, 5.3278, 4.6676], [6.9037, 1.2675, 4.6444], [6.4387, 1.3218, 2.9305], [5.1672, 3.4324, 3.5638], [5.7310, 3.1925, 5.1186], [4.4979, 1.9198, 4.5150], [8.4421, 6.0667, 4.9492], [7.1206, 5.2644, 5.5937], [7.1917, 5.4451, 3.7063]],
  "lowdin_charge": [-0.281, 1.049, -0.231, -0.525, 0.075, 0.183, 0.108, 0.767, -0.319, -0.268, -0.392, 0.657, -0.273, -0.298, -0.566, 0.141, 0.116, 0.079, -0.327, 0.726, -0.309, -0.232, -0.339, -0.046, -0.092, 0.105, 0.094, 0.080, 0.081, 0.083, 0.035, 0.064, 0.078, -0.335, 0.704, -0.306, -0.271, -0.234, -0.047, -0.110, 0.091, 0.105, 0.054, 0.058, 0.081, 0.060, 0.060, 0.058, -0.266, 0.604, -0.288, -0.291, -0.233, -0.050, -0.079, 0.117, 0.108, 0.065, 0.079, 0.039, 0.059, 0.069, 0.061, -0.323, 0.705, -0.301, -0.276, -0.312, -0.093, -0.058, 0.120, 0.125, 0.084, 0.079, 0.083, 0.073, 0.040, 0.044, -0.277, 0.691, -0.308, -0.271, -0.327, -0.058, -0.082, 0.118, 0.112, 0.084, 0.084, 0.079, 0.060, 0.043, 0.059, -0.291, 0.649, -0.306, -0.254, -0.282, -0.074, -0.083, 0.119, 0.100, 0.080, 0.086, 0.089, 0.071, 0.070, 0.038, -0.307, 0.670, -0.283, -0.272, -0.298, -0.046, -0.048, 0.109, 0.113, 0.077, 0.056, 0.079, 0.052, 0.048, 0.054]
}

---

[5]
{
  "formula": "C25H28IrN10S",
  "method": "wB97M-V/def2-TZVPD",
  "charge": 2,
  "spin_multiplicity": 6,
  "max_force_ha_per_bohr": 0.034,
  "homo_lumo_gap_ha": [0.22056, 0.18882],
  "elements": ["Ir", "N", "C", "S", "N", "N", "C", "C", "C", "C", "C", "C", "C", "C", "C", "C", "C", "C", "N", "H", "H", "H", "H", "H", "H", "H", "H", "H", "H", "H", "C", "N", "C", "C", "N", "N", "C", "N", "N", "H", "H", "H", "H", "H", "H", "H", "H", "H", "H", "H", "C", "C", "C", "C", "C", "C", "C", "C", "N", "H", "H", "H", "H", "H", "H"],
  "xyz": [[0.3391, 0.1507, 0.0549], [-1.0910, -3.3030, -2.6087], [-0.8200, -2.3428, -1.7222], [0.3951, -1.1849, -2.1146], [-1.5538, -2.3227, -0.6169], [-1.2737, -1.4427, 0.3107], [-2.0448, -1.3937, 1.3842], [-3.1664, -2.2961, 1.6372], [-3.0445, -3.6837, 1.4597], [-4.1117, -4.5170, 1.7288], [-5.3239, -3.9863, 2.1557], [-5.4623, -2.6147, 2.3244], [-4.3921, -1.7776, 2.0831], [-1.7190, -0.3313, 2.3475], [-2.1646, -0.3609, 3.6681], [-1.8417, 0.6835, 4.5195], [-1.0649, 1.7268, 4.0420], [-0.6189, 1.6642, 2.7305], [-0.9309, 0.6687, 1.9103], [-0.5829, -3.3504, -3.4740], [-1.7956, -3.9951, -2.4080], [-2.1013, -4.1052, 1.1493], [-4.0071, -5.5860, 1.6022], [-6.1618, -4.6397, 2.3577], [-6.4118, -2.1981, 2.6308], [-4.5221, -0.7064, 2.1757], [-2.7507, -1.1969, 4.0196], [-2.1876, 0.6824, 5.5444], [-0.8012, 2.5663, 4.6693], [0.0132, 2.4470, 2.3259], [2.0348, -2.3226, 4.0565], [3.0105, -1.4982, 3.3550], [4.3590, -1.3616, 3.8990], [2.6541, -0.9413, 2.1802], [1.4811, -1.0489, 1.6407], [3.6500, -0.2195, 1.5427], [3.6127, 0.3570, 0.2910], [4.8161, 0.7658, -0.1582], [2.5187, 0.5040, -0.3840], [2.4803, -2.7062, 4.9672], [1.7299, -3.1768, 3.4466], [1.1526, -1.7388, 4.3339], [4.4050, -1.8610, 4.8601], [4.6218, -0.3150, 4.0707], [5.1091, -1.8358, 3.2596], [0.8515, -1.6410, 2.1614], [4.5406, -0.1934, 2.0069], [5.6642, 0.6659, 0.3718], [4.8917, 1.2369, -1.0421], [2.6859, 0.8875, -1.3058], [-0.4382, 2.2508, -1.1653], [-1.7218, 1.7006, -1.1791], [-2.1565, 0.8564, -2.2556], [-3.3905, 0.2694, -2.2443], [-4.2810, 0.5178, -1.1830], [-3.9337, 1.4492, -0.1807], [-2.6961, 2.0248, -0.1761], [-5.5174, -0.1804, -1.1029], [-6.4850, -0.7934, -0.9900], [-0.2059, 3.0536, -0.4759], [0.1584, 2.1947, -2.0672], [-1.4899, 0.7077, -3.0941], [-3.7065, -0.3676, -3.0600], [-4.6692, 1.7194, 0.5666], [-2.4388, 2.7581, 0.5767]],
  "mulliken_spin": [2.481, -0.002, -0.098, 0.524, 0.374, 0.039, -0.093, 0.110, 0.060, -0.018, 0.049, -0.020, 0.052, 0.097, 0.056, -0.014, 0.042, -0.007, 0.145, 0.006, -0.001, -0.001, 0.000, 0.001, 0.000, -0.002, 0.004, 0.000, 0.001, 0.001, 0.003, 0.004, 0.002, -0.004, 0.125, 0.009, -0.001, 0.014, 0.079, 0.000, -0.002, 0.000, 0.000, 0.000, 0.000, -0.011, 0.000, 0.000, -0.001, -0.014, 0.434, 0.002, 0.216, -0.072, 0.217, -0.057, 0.191, -0.045, 0.123, 0.001, 0.000, -0.004, 0.003, 0.004, -0.002]
}